Molecular formula: C26H46EuO2P2
Method: DFT, ωB97M-V/def2-TZVPD

Element x y z (Å)
Eu1 -1.094258 -0.471691 -2.681547
C1 3.602786 -1.971204 1.001313
C2 2.359420 -1.969065 1.677844
C3 2.190420 -3.432345 -0.059139
C4 3.515107 -2.953516 -0.010242
C5 1.458594 -2.797397 0.961943
C6 4.822617 -1.205888 1.389773
H1 5.238093 -1.566274 2.349739
H2 4.586475 -0.139809 1.528242
H3 5.603641 -1.280130 0.618184
C7 4.669899 -3.397956 -0.815804
H4 5.593268 -3.045941 -0.322176
H5 4.598166 -2.895227 -1.794630
H6 4.707373 -4.498110 -0.943309
C8 1.685457 -4.504212 -0.915748
H7 2.323425 -5.384232 -0.882687
H8 1.619623 -4.178429 -1.945608
H9 0.685872 -4.738125 -0.578878
C9 0.043879 -3.028969 1.298671
H10 -0.017131 -3.730679 2.142454
H11 -0.488423 -3.497143 0.466918
H12 -0.486179 -2.103243 1.557097
C10 2.041636 -1.258185 2.930226
H13 1.615090 -1.989450 3.652734
H14 1.323002 -0.441408 2.719290
H15 2.975551 -0.836006 3.340773
C11 2.103818 2.141772 0.797594
C12 2.614890 2.019068 2.038548
C13 1.984368 2.117678 3.424524
C14 0.448961 2.387951 3.460041
C15 -0.379053 1.194321 3.171619
C16 -0.690892 0.575230 2.019661
C17 -0.026414 0.683413 0.627143
C18 0.658015 2.034276 0.384419
H16 2.298469 3.077834 3.860986
H17 0.155634 3.251733 2.851069
H18 2.262549 1.348572 4.181942
H19 0.068707 2.803955 0.911210
H20 2.755008 2.610619 0.029269
H21 3.705432 2.073812 2.074104
H22 0.715870 2.259574 -0.704586
H23 0.686398 -0.168374 0.484598
H24 -1.649232 0.040911 1.974221
H25 -0.835386 0.611202 -0.159279
H26 0.168483 2.776713 4.464456
H27 -0.754287 0.794060 4.121348
P1 -2.823559 1.736515 -1.510819
P2 -4.784167 -0.338221 -1.917606
C19 -4.524795 2.389958 -2.034697
C20 -5.383053 1.271280 -2.557173
H28 -4.361013 3.205233 -2.751639
H29 -5.000249 2.852502 -1.164161
H30 -6.423049 1.424439 -2.262415
H31 -5.398370 1.282461 -3.643605
C21 -6.233987 -1.192094 -2.671187
H32 -6.324243 -2.213990 -2.295545
H33 -6.135940 -1.222289 -3.760561
H34 -7.166162 -0.665922 -2.428384
C22 -5.637619 -0.086263 -0.273698
H35 -6.592314 0.435120 -0.448528
H36 -5.019940 0.505884 0.415050
H37 -5.865971 -1.074312 0.150541
C23 -1.939420 2.571828 -2.884123
H38 -0.848780 2.519296 -2.743073
H39 -2.273503 3.618967 -2.918626
H40 -2.226244 2.071175 -3.821573
C24 -2.771987 3.061871 -0.193663
H41 -3.752908 3.183616 0.293426
H42 -2.545769 4.031228 -0.659728
H43 -2.061894 2.883519 0.618854
C25 4.265585 0.371632 -2.248497
O1 2.875646 0.536299 -1.816855
C26 1.826513 -0.206630 -1.903848
O2 1.828975 -1.375846 -2.303121
H44 4.377558 0.660274 -3.297444
H45 4.653672 -0.627026 -2.058936
H46 4.802245 1.069808 -1.606684

Atomic forces in eV per Å
2.00 -0.12 1.14
0.30 -1.13 -0.74
0.40 0.47 -0.52
-2.31 0.46 1.85
1.77 1.96 1.49
0.75 -1.19 -1.80
0.19 0.19 0.37
0.01 0.15 -0.37
0.12 -0.22 -0.09
-0.22 0.09 0.36
0.31 0.10 -0.21
-0.30 -0.42 -0.41
0.20 -0.46 -0.02
0.00 0.61 -0.07
-0.23 0.00 -0.26
-0.04 -0.19 0.01
0.08 0.05 -0.49
-0.22 -0.52 -0.09
-0.48 -0.31 0.34
-0.36 0.21 0.02
-0.05 0.03 0.05
0.07 -0.18 0.12
0.29 0.01 0.24
0.07 0.66 -0.26
0.41 -0.60 0.45
-0.53 -0.07 0.04
0.25 0.81 1.05
0.33 0.44 -0.06
-0.99 0.77 0.21
0.74 0.17 0.34
-0.86 -0.48 0.05
-0.51 0.64 -0.83
-0.37 0.30 0.61
0.40 0.52 -0.54
0.86 -0.31 -0.24
0.42 -0.32 -0.36
-0.12 0.29 -0.83
0.16 -0.14 -0.56
-0.15 -1.23 0.42
-0.15 0.20 0.11
-0.57 -0.19 0.62
-0.58 0.60 0.01
0.75 -0.76 0.52
0.48 -0.26 0.72
0.38 -0.62 -0.36
-0.77 -0.05 -0.63
-1.05 2.76 0.98
-2.48 -0.37 -0.23
0.31 -0.08 0.16
0.11 0.54 -0.85
-0.10 -0.24 0.10
0.22 -0.26 -0.13
0.06 -0.20 -0.01
0.14 -0.23 -0.27
-0.05 -0.74 -0.12
0.01 0.00 -0.15
0.01 -0.09 0.12
0.28 -0.08 -0.02
0.54 -0.31 0.21
0.43 -0.19 0.02
-0.21 -0.27 0.02
0.24 0.35 0.12
0.49 -0.08 -0.01
-0.13 0.17 -0.16
0.35 -0.34 -0.21
0.10 0.25 -0.07
0.60 0.09 0.70
0.37 -0.37 -0.28
0.05 -0.27 0.07
0.10 -0.02 -0.29
-0.35 -0.37 0.43
1.56 1.78 0.24
-3.03 -0.63 -1.16
-0.12 -0.45 -0.47
-0.17 -0.16 0.18
-0.21 -0.10 -0.14
0.01 -0.03 -0.18

## Properties
LUMO (spin up / spin down)	-4.191 / -4.097	eV
HOMO (spin up / spin down)	-0.319 / -0.315	hartree
total charge	+1
spin multiplicity	7
electronic energy	-2561.241529	Ha
<S²>	12.028

Partial atomic charges computed with the Mulliken method, in multiples of e:
1 Eu 1.12
2 C 0.42
3 C 0.06
4 C 0.58
5 C 0.67
6 C 1.11
7 C -1.41
8 H 0.32
9 H 0.00
10 H 0.44
11 C -1.48
12 H 0.34
13 H 0.15
14 H 0.38
15 C -1.66
16 H 0.32
17 H 0.26
18 H 0.42
19 C -1.55
20 H 0.35
21 H 0.36
22 H 0.06
23 C -0.63
24 H 0.40
25 H -0.25
26 H 0.39
27 C -0.28
28 C -0.83
29 C -0.80
30 C -0.98
31 C -0.64
32 C -0.62
33 C 4.00
34 C -0.50
35 H 0.55
36 H 0.32
37 H 0.18
38 H 0.36
39 H 0.43
40 H 0.53
41 H 0.10
42 H -0.94
43 H 0.33
44 H -2.25
45 H 0.49
46 H 0.34
47 P 0.98
48 P 0.22
49 C -0.96
50 C -1.03
51 H 0.52
52 H 0.40
53 H 0.60
54 H 0.52
55 C -1.15
56 H 0.39
57 H 0.37
58 H 0.36
59 C -1.19
60 H 0.40
61 H 0.27
62 H 0.41
63 C -1.73
64 H 0.37
65 H 0.54
66 H 0.48
67 C -1.19
68 H 0.43
69 H 0.43
70 H 0.01
71 C -0.58
72 O -0.29
73 C 0.39
74 O -0.66
75 H 0.29
76 H 0.14
77 H 0.25


Molecular formula: C26H46N4O5
Method: DFT, ωB97M-V/def2-TZVPD

Element x y z (Å)
C1 0.493888 -2.326796 0.433752
C2 0.741828 -1.911031 -1.167214
C3 2.366799 -1.979642 -1.398256
O1 2.769193 -2.432782 -2.754470
C4 3.641077 -3.591931 -2.508508
C5 5.065073 -3.502761 -1.990004
C6 5.758215 -2.050032 -1.678410
C7 7.384703 -2.084320 -1.472961
C8 7.741229 -2.465588 0.083510
N1 9.167897 -2.943781 0.372140
O2 6.916878 -2.368204 1.133290
C9 5.815123 -4.978452 -1.750385
O3 7.086654 -5.232462 -2.078542
C10 4.813811 -6.151367 -1.102943
C11 5.297843 -7.192400 0.077806
C12 3.405153 -6.244333 -1.630897
O4 2.396688 -7.222854 -1.195157
C13 1.443248 -6.550825 -0.274503
N2 0.682268 -6.149693 0.722916
C14 2.996981 -5.109631 -2.789885
O5 2.256422 -5.420835 -3.857498
H1 0.482223 -3.502242 0.519004
H2 -0.439232 -1.797733 0.902844
H3 1.465479 -1.966258 0.998204
H4 0.403059 -0.792367 -1.326504
H5 0.125654 -2.656883 -1.848767
H6 2.887737 -0.936294 -1.150317
H7 2.784926 -2.724759 -0.565713
H8 5.224136 -1.582830 -0.723102
H9 5.470914 -1.318969 -2.574995
H10 7.772209 -0.978809 -1.701088
H11 7.926741 -2.767620 -2.274772
H12 9.389076 -2.499578 1.313756
H13 9.130962 -3.986639 0.451567
H14 4.710628 -8.202843 -0.049073
H15 6.442682 -7.417727 -0.030653
H16 5.022123 -6.710823 1.132724
C15 1.163679 2.334460 -2.955030
C16 -0.095770 2.435632 -2.097933
N3 0.167006 2.845255 -0.714354
C17 -0.982033 2.649526 0.176129
C18 -2.239547 3.464378 -0.101867
C19 0.885097 4.108059 -0.537520
C20 0.278183 5.363293 -1.155819
H17 1.909096 1.682138 -2.489201
H18 0.912948 1.910561 -3.933630
H19 1.617236 3.314483 -3.131298
H20 -0.552427 1.438669 -2.089989
H21 -0.809034 3.104230 -2.591218
H22 -0.669391 2.824628 1.213666
H23 -1.256555 1.586909 0.145442
H24 -2.116064 4.509574 0.186720
H25 -3.071628 3.068788 0.490889
H26 -2.541226 3.422002 -1.151989
H27 1.895757 3.986113 -0.945426
H28 1.050351 4.288185 0.532762
H29 -0.054402 5.206913 -2.185422
H30 1.029100 6.161167 -1.176236
H31 -0.563995 5.736567 -0.569698
C21 -8.469637 1.803765 0.864534
C22 -7.101350 2.314480 1.309531
N4 -7.169227 3.492914 2.180060
C23 -5.874040 4.158448 2.356464
C24 -4.768210 3.379724 3.058843
C25 -7.970170 3.354503 3.396996
C26 -7.603246 2.235060 4.365740
H32 -9.058031 2.600511 0.398533
H33 -8.344603 1.004408 0.125882
H34 -9.041761 1.388661 1.699753
H35 -6.552569 2.580329 0.398104
H36 -6.550701 1.493033 1.779754
H37 -6.025143 5.110107 2.882204
H38 -5.503812 4.446478 1.363775
H39 -4.945526 3.305610 4.133102
H40 -3.813648 3.901942 2.931134
H41 -4.643210 2.372551 2.651979
H42 -9.017417 3.215782 3.102514
H43 -7.971733 4.306267 3.944170
H44 -7.433126 1.280372 3.860983
H45 -8.422882 2.083177 5.077093
H46 -6.716627 2.482439 4.952976

Atomic forces in eV per Å
1.10 0.20 -0.62
0.06 0.23 0.79
-0.43 0.32 1.95
2.11 -2.83 2.19
3.22 -0.34 0.91
-3.48 -0.77 -1.27
-0.59 0.03 -0.36
-0.52 0.53 0.09
-2.04 -0.35 4.30
-2.25 1.14 0.33
4.29 -0.11 -6.63
3.43 -0.52 -1.47
-7.81 1.57 2.39
-3.83 -0.94 -0.89
-0.28 0.42 -0.65
4.28 2.38 0.37
-1.34 3.84 2.20
-3.43 1.22 6.20
6.92 -3.57 -9.34
-2.70 -1.33 -3.86
4.52 2.11 6.96
-0.26 2.44 -0.06
1.77 -1.25 -0.98
-2.08 -0.60 -0.84
0.50 -2.37 0.14
1.54 1.70 1.21
-1.29 -2.10 -0.78
-0.83 1.46 -1.97
1.33 -1.20 -1.90
0.70 -1.74 1.82
-0.71 -2.38 0.85
-1.15 1.19 2.10
-0.47 -1.27 -1.40
0.10 1.25 0.00
1.11 2.13 0.26
-2.26 0.64 0.31
0.78 -1.05 -2.35
0.01 0.10 -0.03
0.32 0.04 0.19
-0.16 -0.18 0.28
0.18 -0.27 -0.04
-0.31 0.15 0.10
0.31 -0.17 -0.16
-0.06 0.37 0.02
-0.09 0.10 0.02
0.00 0.08 0.15
0.00 -0.11 0.03
-0.09 0.16 0.26
-0.11 0.04 -0.15
0.14 0.08 -0.20
0.14 0.06 -0.15
-0.03 -0.04 -0.11
0.07 0.02 -0.05
0.06 0.02 0.08
-0.13 -0.10 -0.05
-0.21 -0.24 -0.10
0.01 -0.03 0.08
-0.07 -0.10 0.00
0.01 -0.04 -0.16
-0.05 -0.04 0.09
-0.27 0.23 0.08
0.24 0.27 -0.03
-0.17 0.09 -0.29
0.30 -0.01 0.21
-0.31 -0.03 -0.24
0.02 -0.12 0.35
0.09 -0.05 0.12
0.02 0.10 0.13
0.02 0.06 -0.10
0.11 0.17 0.25
0.08 -0.18 0.00
-0.17 -0.19 0.00
-0.17 -0.14 0.00
0.02 -0.10 -0.08
-0.08 -0.04 -0.01
-0.05 0.07 0.04
0.14 -0.03 -0.11
0.21 -0.05 -0.25
0.00 0.09 0.00
0.08 0.02 -0.09
-0.03 -0.13 -0.09

## Properties
LUMO	-1.849	eV
HOMO	-0.299	hartree
total charge	0
spin multiplicity	1
electronic energy	-1612.981820	Ha
structure (SMILES)	CCCOC1=C(CCC(N)=O)C(=O)C(C)=C(OC#N)C1=O.CCN(CC)CC.CCN(CC)CC

Partial atomic charges computed with the Mulliken method, in multiples of e:
1 C -0.82
2 C 0.43
3 C -0.55
4 O -0.42
5 C 0.11
6 C 0.59
7 C -0.29
8 C -0.71
9 C 0.46
10 N -0.56
11 O -0.56
12 C 0.03
13 O -0.55
14 C 0.47
15 C -1.05
16 C 0.17
17 O -0.37
18 C 0.47
19 N -0.46
20 C 0.28
21 O -0.54
22 H 0.14
23 H 0.31
24 H 0.26
25 H -0.44
26 H 0.30
27 H 0.20
28 H 0.34
29 H 0.23
30 H 0.35
31 H 0.36
32 H 0.27
33 H 0.35
34 H 0.29
35 H 0.32
36 H 0.33
37 H 0.28
38 C -1.49
39 C -0.53
40 N 0.24
41 C -0.74
42 C -0.59
43 C -0.67
44 C -0.96
45 H 0.25
46 H 0.43
47 H 0.36
48 H 0.53
49 H 0.30
50 H 0.36
51 H 0.23
52 H 0.21
53 H 0.14
54 H 0.29
55 H 0.37
56 H 0.35
57 H 0.24
58 H 0.37
59 H 0.27
60 C -1.45
61 C -0.25
62 N 0.08
63 C -0.69
64 C -1.02
65 C -0.70
66 C -0.94
67 H 0.34
68 H 0.43
69 H 0.29
70 H 0.38
71 H 0.26
72 H 0.35
73 H 0.39
74 H 0.32
75 H 0.39
76 H 0.24
77 H 0.39
78 H 0.33
79 H 0.24
80 H 0.38
81 H 0.26


Molecular formula: C26H46O2P2Pt
Method: DFT, ωB97M-V/def2-TZVPD

Element x y z (Å)
Pt1 -0.743352 0.227387 -2.279393
C1 -0.243126 -2.437279 0.068988
C2 1.147494 -2.647308 -0.093045
C3 0.863420 -0.643039 1.006576
C4 -0.427572 -1.171844 0.664909
C5 1.835113 -1.566231 0.513319
C6 -1.284225 -3.450709 -0.210984
H1 -1.043975 -4.022172 -1.122134
H2 -2.271653 -2.985824 -0.301048
H3 -1.329582 -4.184423 0.609425
C7 -1.743148 -0.614879 1.037406
H4 -2.486734 -0.758282 0.223369
H5 -1.680445 0.459946 1.273654
H6 -2.149468 -1.117698 1.956243
C8 1.108520 0.478402 1.929810
H7 0.811425 0.184262 2.956901
H8 0.516645 1.365917 1.654122
H9 2.175950 0.749488 1.950818
C9 3.281626 -1.563949 0.821017
H10 3.451403 -2.062627 1.792332
H11 3.701111 -0.549603 0.884879
H12 3.836129 -2.132681 0.062336
C10 1.742330 -3.929149 -0.517972
H13 1.751743 -4.656099 0.317358
H14 2.775026 -3.799203 -0.863606
H15 1.156363 -4.364947 -1.338513
C11 -2.043361 1.406115 -5.654919
C12 -2.109226 0.013458 -5.234307
C13 -1.316775 -1.025014 -5.999847
C14 0.177562 -1.176197 -5.604968
C15 0.437665 -0.351359 -4.381662
C16 0.405654 1.076482 -4.536221
C17 0.427442 1.754532 -5.940509
C18 -0.947629 1.858858 -6.599759
H16 -1.409720 -0.859683 -7.090307
H17 0.826643 -0.901326 -6.462978
H18 -1.793243 -1.998918 -5.794148
H19 -0.993479 1.245370 -7.499732
H20 -3.005268 1.902038 -5.799777
H21 -3.066419 -0.359342 -4.885157
H22 -1.133149 2.893802 -6.948621
H23 0.844473 2.762509 -5.825170
H24 1.265037 1.582183 -3.979885
H25 1.125534 1.238496 -6.603119
H26 0.401682 -2.232894 -5.383527
H27 0.983879 -0.832190 -3.512877
P1 -1.487872 1.632685 -3.953914
P2 1.211726 1.916048 -1.816304
C19 -0.914151 3.293493 -3.549410
C20 0.448404 3.390395 -2.764507
H28 -1.743305 3.706867 -2.947934
H29 -0.875996 3.886993 -4.472105
H30 1.255861 3.754802 -3.416547
H31 0.336906 4.143345 -1.974950
C21 1.930623 2.866273 -0.416866
H32 2.446334 2.174525 0.264921
H33 1.167229 3.419537 0.138694
H34 2.664361 3.560566 -0.862227
C22 2.789960 1.077114 -2.264624
H35 3.551457 1.835252 -2.519269
H36 2.684048 0.356179 -3.087301
H37 3.125564 0.510834 -1.379290
C23 -3.209664 1.458606 -3.253439
H38 -3.224081 0.646670 -2.490240
H39 -3.962399 1.181142 -4.025442
H40 -3.478069 2.398320 -2.765821
C24 -1.762950 -1.537199 -2.712022
H41 -1.601299 -2.484272 -2.184053
H42 -1.390426 -1.662601 -3.728852
H43 -2.826768 -1.260552 -2.698374
C25 -1.401102 3.134146 0.966453
O1 -0.696545 2.161206 0.174189
C26 -1.442662 1.797862 -0.931769
O2 -2.551963 2.322827 -0.976849
H44 -0.791644 3.386609 1.831898
H45 -2.348595 2.727621 1.326189
H46 -1.602604 4.055132 0.408089

Atomic forces in eV per Å
2.83 1.61 2.20
0.01 -0.31 -0.36
0.12 -0.41 0.54
-0.27 -0.51 -0.10
-0.23 0.41 0.45
-0.10 0.13 0.32
-0.15 -0.19 0.06
-0.17 0.15 0.39
0.21 -0.26 0.03
0.05 0.17 -0.08
-0.81 0.25 0.55
0.45 0.04 0.53
-0.04 -0.64 -0.08
0.35 0.22 -0.71
0.27 0.47 0.28
0.13 0.10 -0.39
0.30 -0.52 0.20
-0.42 -0.12 0.13
0.36 0.09 -0.24
-0.02 0.18 -0.26
-0.11 -0.31 0.05
-0.05 0.19 0.28
0.27 -0.17 -0.51
-0.04 0.29 -0.29
-0.24 -0.13 0.12
0.19 -0.04 0.25
0.48 1.36 -0.25
-0.55 -1.87 -2.69
-0.42 -0.87 -0.03
-0.33 -0.74 0.50
1.78 -0.46 0.25
1.49 1.02 -0.38
0.30 -0.16 0.11
-0.46 0.00 -0.81
-0.02 0.05 0.49
-0.17 0.14 0.73
0.11 0.42 -0.23
0.09 0.02 -0.10
0.07 -0.09 0.03
0.27 0.14 0.20
-0.02 -0.54 0.34
-0.07 -0.23 0.17
-1.67 -0.76 -0.65
0.02 -0.07 0.14
-0.15 0.37 -0.21
-0.24 0.65 -1.20
-0.59 0.50 0.65
-1.28 -0.03 0.36
0.21 0.80 0.96
0.60 0.23 -0.39
0.58 0.12 -0.13
0.15 -0.16 0.19
-0.33 0.16 0.03
0.05 -0.15 -0.14
-0.11 -0.14 0.16
-0.10 0.36 -0.25
0.39 -0.09 -0.23
-0.20 -0.24 0.22
0.20 0.29 -0.87
-0.14 -0.44 0.07
0.12 0.34 0.21
-0.27 0.39 -0.19
-1.05 -0.41 0.15
-0.29 0.99 -0.62
0.71 0.45 0.37
-0.20 -0.37 -0.38
-0.81 0.12 -0.19
0.05 0.84 -0.08
-0.71 -0.53 0.20
0.21 -0.69 -0.25
-0.23 0.56 0.70
-0.24 -0.23 -1.12
-2.90 -0.30 1.49
2.33 -1.00 -0.40
0.32 -0.22 -0.11
0.08 0.07 -0.14
0.04 -0.32 0.01

## Properties
LUMO (spin up / spin down)	-6.177 / -8.050	eV
HOMO (spin up / spin down)	-0.473 / -0.503	hartree
total charge	+2
spin multiplicity	5
electronic energy	-1969.916345	Ha
<S²>	6.037

Partial atomic charges computed with the Mulliken method, in multiples of e:
1 Pt 3.03
2 C 0.63
3 C 0.50
4 C 1.24
5 C 0.24
6 C 0.51
7 C -1.51
8 H 0.56
9 H 0.45
10 H 0.36
11 C -1.25
12 H 0.24
13 H 0.01
14 H 0.48
15 C -1.13
16 H 0.39
17 H -0.05
18 H 0.42
19 C -1.81
20 H 0.38
21 H 0.42
22 H 0.48
23 C -1.68
24 H 0.34
25 H 0.43
26 H 0.39
27 C -0.34
28 C 0.22
29 C -1.32
30 C -1.06
31 C -1.09
32 C 0.44
33 C -1.25
34 C -1.13
35 H 0.47
36 H 0.37
37 H 0.40
38 H 0.36
39 H 0.52
40 H 0.55
41 H 0.44
42 H 0.33
43 H -0.02
44 H 0.55
45 H 0.36
46 H 0.44
47 P -0.51
48 P 0.73
49 C -0.38
50 C -1.42
51 H 0.48
52 H 0.73
53 H 0.44
54 H 0.59
55 C -1.33
56 H 0.32
57 H 0.28
58 H 0.59
59 C -1.23
60 H 0.47
61 H 0.38
62 H 0.25
63 C -1.41
64 H 0.34
65 H 0.69
66 H 0.49
67 C -0.88
68 H 0.13
69 H -0.21
70 H 0.49
71 C -1.01
72 O 0.01
73 C -0.83
74 O -0.54
75 H 0.33
76 H 0.38
77 H 0.31


Number 1: M 604.56 g mol⁻¹. Number 2: M 494.68 g mol⁻¹. Number 3: M 647.68 g mol⁻¹.